[1]
Computed, not measured: 11 unconnected molecules or ions with the total composition C33H52O33S2 at a distorted geometry, with ωB97M-V with the def2-TZVPD basis set.

As for the SMILES: CCOS(C)(=O)=O.CCOS(C)(=O)=O.O=C1OCCO1.O=C1OCCO1.O=C1OCCO1.O=C1OCCO1.O=C1OCCO1.O=C1OCCO1.O=C1OCCO1.O=C1OCCO1.O=C1OCCO1. For the HOMO energy, the calculation gives -10.158 eV. The gap between HOMO and LUMO comes out at 10.18 eV. For the total energy, the calculation gives -4567.24869 Eh.

Each line ends with the Löwdin charge.
Atoms and positions in Å:
C 9.160 12.310 12.142  0.03
C 9.393 10.968 12.829  -0.29
O 8.219 10.469 13.398  -0.22
S 8.512 9.343 14.561  0.55
C 7.022 8.461 14.790  -0.12
O 9.393 8.427 13.957  -0.26
O 8.952 10.036 15.706  -0.25
H 9.953 12.560 12.126  -0.09
H 8.393 12.777 12.726  0.09
H 8.747 11.865 11.306  0.08
H 10.019 10.315 12.261  0.08
H 10.244 10.965 13.560  0.12
H 6.340 9.024 15.546  0.10
H 7.245 7.291 15.106  0.12
H 6.823 8.103 13.719  0.08
C 7.265 3.458 20.094  -0.07
C 7.246 4.094 18.693  -0.32
O 8.550 4.161 18.182  -0.27
S 8.727 5.103 16.736  0.63
C 10.411 4.820 16.434  -0.11
O 7.786 4.358 15.949  -0.28
O 8.525 6.450 16.975  -0.25
H 7.272 4.164 20.888  0.05
H 8.026 2.610 20.438  0.13
H 6.409 2.857 20.200  0.04
H 6.589 3.446 18.097  0.10
H 6.783 5.160 18.536  0.14
H 10.521 3.713 16.347  0.10
H 11.209 5.301 17.126  0.12
H 10.742 5.046 15.493  0.04
O 10.359 14.381 9.743  0.09
C 9.506 15.048 10.370  -0.67
O 9.881 16.016 11.280  0.06
C 8.641 16.502 11.891  -0.03
C 7.561 15.742 11.128  -0.04
O 8.349 15.097 10.218  0.18
H 8.866 16.355 12.794  0.05
H 8.589 17.475 11.636  0.10
H 6.931 16.413 10.608  0.14
H 6.954 15.145 11.712  0.12
O 11.395 12.182 16.903  0.08
C 11.510 12.820 15.801  -0.61
O 11.139 14.021 15.558  0.12
C 11.566 14.543 14.359  -0.08
C 12.413 13.406 13.806  -0.01
O 12.313 12.457 14.892  0.08
H 10.811 14.789 13.869  0.05
H 12.005 15.423 14.556  0.12
H 13.442 13.655 13.750  0.12
H 12.028 12.900 12.821  0.16
O 9.548 10.502 21.704  0.15
C 9.310 9.726 20.817  -0.58
O 9.058 9.983 19.544  0.09
C 8.733 8.912 18.840  -0.19
C 9.165 7.656 19.733  -0.03
O 9.197 8.406 21.010  0.06
H 7.769 8.853 18.375  0.12
H 9.402 8.874 17.908  0.12
H 10.151 7.149 19.434  0.14
H 8.456 6.885 19.523  0.08
O 3.494 13.104 11.022  0.07
C 3.410 12.109 11.769  -0.72
O 3.950 10.993 11.391  0.08
C 3.518 10.024 12.303  -0.09
C 2.658 10.761 13.332  0.00
O 2.642 12.076 12.711  0.17
H 3.198 9.164 11.809  0.10
H 4.627 9.677 12.699  0.18
H 3.117 10.874 14.215  0.08
H 1.737 10.364 13.502  0.11
O 5.128 11.233 16.013  0.07
C 6.075 12.045 16.199  -0.74
O 6.495 12.726 15.196  0.07
C 7.537 13.553 15.571  -0.03
C 7.817 12.989 17.025  0.03
O 6.544 12.424 17.205  0.19
H 8.318 13.081 14.741  0.18
H 7.194 14.459 15.469  0.08
H 7.727 13.532 17.885  0.13
H 8.545 12.430 16.983  0.03
O 10.329 7.614 9.331  0.05
C 9.132 8.129 9.410  -0.54
O 8.949 9.331 9.997  0.03
C 7.598 9.766 9.780  -0.11
C 7.220 8.799 8.657  -0.09
O 8.128 7.721 8.778  0.13
H 7.117 9.632 10.807  0.16
H 7.586 10.616 9.332  0.06
H 7.553 9.382 7.707  0.17
H 6.026 8.819 8.914  0.20
O 12.672 7.005 18.570  0.08
C 12.713 7.816 17.619  -0.55
O 13.746 8.225 17.010  0.10
C 13.535 9.176 15.962  -0.01
C 11.917 8.850 15.748  -0.10
O 11.580 8.036 16.844  -0.02
H 13.523 10.196 16.258  0.10
H 13.957 8.961 15.052  0.09
H 11.837 8.040 14.822  0.17
H 11.298 9.793 15.752  0.10
O 12.793 7.831 12.279  0.17
C 12.733 8.664 11.444  -0.57
O 13.557 8.670 10.316  0.06
C 13.094 9.645 9.473  -0.14
C 12.066 10.628 10.323  0.03
O 11.993 9.754 11.537  0.03
H 13.876 10.065 8.952  0.08
H 12.484 9.273 8.437  0.18
H 11.098 10.626 9.789  0.12
H 12.376 11.480 10.604  0.04
O 5.187 6.784 10.854  0.09
C 5.380 5.990 11.798  -0.68
O 4.982 6.076 12.929  0.18
C 5.262 4.994 13.661  -0.16
C 6.434 4.403 12.991  -0.06
O 6.256 5.029 11.689  0.10
H 5.633 5.093 14.691  0.14
H 4.563 4.378 13.739  0.07
H 6.570 3.261 13.056  0.18
H 7.320 4.891 13.407  0.12

=====

[2]
Computed, not measured: a molecular structure, C33H53BN4O5PRe at a distorted geometry, with ωB97M-V with the def2-TZVPD basis set.

As for the total charge: +3. For the HOMO energy (alpha / beta), the calculation gives -16.511 / -16.513 eV. Its energy above the lowest of the compared OMol25 structures with the same formula, charge and spin is 27.6 kcal/mol. The gap between HOMO and LUMO (alpha / beta) comes out at 7.12 / 6.54 eV. Its multiplicity is 4. For the total energy, the calculation gives -2328.11021 Eh.

Each line ends with the Löwdin charge.
Atoms and positions in Å:
Re -0.355 0.025 -0.223  1.51
C 2.712 3.901 -0.893  0.00
C 1.629 3.849 0.177  -0.41
C 0.975 5.208 0.326  0.01
O 0.604 2.898 -0.328  0.09
B 0.719 1.769 0.388  -0.76
O 1.564 1.799 1.429  0.06
C 2.100 3.178 1.532  -0.41
C 3.605 3.069 1.699  0.01
C 1.474 3.792 2.774  0.01
H 2.275 4.269 -1.822  0.10
H 3.142 2.914 -1.074  0.09
H 3.507 4.584 -0.601  0.11
H 0.644 5.557 -0.652  0.10
H 1.698 5.924 0.715  0.11
H 0.112 5.179 0.987  0.09
H 4.062 2.473 0.911  0.09
H 3.826 2.597 2.657  0.10
H 4.055 4.061 1.700  0.11
H 0.385 3.805 2.706  0.10
H 1.831 4.810 2.914  0.11
H 1.760 3.206 3.647  0.10
C -1.822 -2.729 1.661  -0.09
C -0.296 -2.741 1.836  -0.49
C 0.311 -3.539 0.676  -0.10
P 0.447 -1.042 1.888  1.07
C -0.069 -0.108 3.429  -0.47
C -1.524 -0.325 3.848  -0.09
C 0.840 -0.413 4.623  -0.08
C 2.300 -1.180 1.984  -0.50
C 2.998 -1.160 0.622  -0.09
C 2.745 -2.384 2.821  -0.07
H -2.153 -3.741 1.428  0.10
H -2.121 -2.089 0.823  0.05
H -2.359 -2.410 2.547  0.07
H -0.033 -3.202 2.793  0.13
H -0.009 -3.103 -0.278  0.05
H -0.063 -4.561 0.708  0.11
H 1.397 -3.590 0.701  0.06
H 0.076 0.934 3.143  0.09
H -1.661 -1.311 4.290  0.09
H -2.225 -0.194 3.029  0.05
H -1.771 0.402 4.623  0.10
H 0.713 -1.435 4.981  0.09
H 0.534 0.248 5.435  0.10
H 1.895 -0.222 4.439  0.08
H 2.580 -0.262 2.501  0.10
H 4.077 -1.179 0.778  0.11
H 2.755 -0.251 0.072  0.05
H 2.738 -2.031 0.018  0.05
H 2.638 -3.326 2.287  0.08
H 2.211 -2.465 3.765  0.07
H 3.803 -2.264 3.055  0.11
C -5.887 1.331 -1.683  0.05
N -4.927 1.476 -0.601  -0.02
N -3.723 0.830 -0.559  0.07
C -3.085 1.179 0.584  -0.34
O -1.921 0.669 0.836  -0.21
C -3.908 2.046 1.291  0.11
C -5.057 2.204 0.523  -0.20
C -6.270 3.010 0.800  0.03
C -3.118 0.038 -1.571  -0.18
C -3.713 -1.120 -2.044  0.03
C -3.054 -1.879 -3.005  0.02
C -1.797 -1.503 -3.463  0.00
C -1.192 -0.355 -2.971  -0.08
C -1.845 0.427 -2.018  -0.13
H -5.373 1.118 -2.616  0.10
H -6.434 2.263 -1.794  0.11
H -6.600 0.534 -1.472  0.12
H -3.696 2.500 2.243  0.14
H -6.188 3.499 1.766  0.10
H -7.162 2.381 0.801  0.11
H -6.412 3.778 0.038  0.11
H -4.676 -1.435 -1.663  0.14
H -3.527 -2.770 -3.395  0.14
H -1.297 -2.096 -4.217  0.13
H -0.236 -0.039 -3.369  0.07
H -1.461 1.417 -1.754  0.14
O 2.864 -6.122 -2.461  -0.02
C 3.098 -5.358 -3.610  -0.23
N 2.788 -3.995 -3.226  0.11
C 2.216 -3.118 -4.075  -0.45
O 1.928 -3.343 -5.229  0.12
C 1.916 -1.745 -3.515  -0.06
C 2.141 -0.642 -4.339  0.09
C 1.772 0.614 -3.881  0.02
C 1.168 0.729 -2.646  -0.15
N 0.922 -0.338 -1.847  -0.17
C 1.307 -1.554 -2.296  -0.06
H 3.039 -7.051 -2.635  0.11
H 2.461 -5.622 -4.456  0.14
H 4.142 -5.426 -3.939  0.14
H 3.046 -3.747 -2.285  0.14
H 2.585 -0.783 -5.317  0.15
H 1.930 1.499 -4.480  0.14
H 0.873 1.706 -2.284  0.12
H 1.085 -2.404 -1.662  0.10

=====

[3]
Computed, not measured: 6 unconnected molecules or ions with the total composition C33H53BO20, with ωB97M-V with the def2-TZVPD basis set.

As for the SMILES: CC(C)C[C@@H](C)COc1c(CB(O)O)ccc2c1C(=O)C=CC2=O.COC(=O)OC.COC(=O)OC.COC(=O)OC.COC(=O)OC.COC(=O)OC. For the HOMO energy, the calculation gives -9.276 eV. Its energy above the lowest of the compared OMol25 structures with the same formula, charge and spin is 0.0 kcal/mol. The gap between HOMO and LUMO comes out at 8.02 eV. For the total energy, the calculation gives -2819.02718 Eh.

Each line ends with the Löwdin charge.
Atoms and positions in Å:
C -3.796 -0.631 0.086  -0.04
C -3.459 -0.752 -1.421  -0.38
C -3.474 0.610 -2.137  -0.06
C -2.123 -1.496 -1.623  -0.14
C -2.297 -3.008 -1.853  -0.33
C -2.596 -3.275 -3.338  -0.05
C -1.050 -3.795 -1.438  -0.12
O -1.127 -4.413 -0.148  -0.03
C -1.518 -3.651 0.910  -0.16
C -2.773 -3.989 1.432  -0.15
C -3.553 -5.090 0.779  -0.01
B -2.686 -6.381 0.439  -0.66
O -2.754 -6.976 -0.792  0.18
O -1.880 -6.975 1.390  0.16
C -3.255 -3.295 2.533  -0.01
C -2.529 -2.265 3.111  -0.01
C -1.277 -1.941 2.603  -0.09
C -0.731 -2.652 1.513  0.00
C 0.662 -2.335 1.085  -0.31
O 1.281 -2.964 0.256  0.12
C 1.335 -1.178 1.737  0.04
C 0.795 -0.478 2.730  0.02
C -0.540 -0.818 3.259  -0.35
O -1.027 -0.191 4.176  0.10
H -3.872 0.416 0.383  0.07
H -4.758 -1.088 0.325  0.08
H -3.038 -1.104 0.709  0.05
H -4.236 -1.379 -1.868  0.12
H -2.735 0.649 -2.935  0.06
H -4.455 0.824 -2.562  0.08
H -3.240 1.420 -1.443  0.07
H -1.478 -1.346 -0.755  0.11
H -1.607 -1.092 -2.499  0.11
H -3.152 -3.367 -1.272  0.12
H -3.174 -4.189 -3.481  0.08
H -3.159 -2.444 -3.767  0.08
H -1.663 -3.351 -3.901  0.09
H -0.181 -3.140 -1.484  0.12
H -0.858 -4.625 -2.118  0.14
H -4.066 -4.728 -0.119  0.11
H -4.353 -5.398 1.464  0.12
H -3.150 -6.388 -1.441  0.09
H -2.357 -7.402 2.106  0.09
H -4.225 -3.562 2.936  0.13
H -2.914 -1.721 3.962  0.12
H 2.320 -0.948 1.352  0.12
H 1.314 0.361 3.178  0.12
C 2.289 5.391 -0.551  -0.03
O 1.884 4.168 0.085  -0.02
C 0.764 4.263 0.803  -0.63
O 0.111 5.260 0.959  0.13
O 0.497 3.063 1.315  0.00
C -0.691 3.011 2.114  -0.02
H 3.201 5.157 -1.093  0.08
H 1.519 5.730 -1.241  0.10
H 2.479 6.163 0.192  0.10
H -1.564 3.281 1.523  0.10
H -0.610 3.673 2.973  0.10
H -0.776 1.982 2.450  0.07
C -0.587 3.840 -5.203  -0.03
O -0.961 3.311 -6.479  0.01
C -2.019 2.502 -6.447  -0.63
O -2.646 2.205 -5.464  0.12
O -2.263 2.080 -7.685  0.01
C -3.382 1.196 -7.795  -0.04
H 0.277 4.471 -5.390  0.09
H -1.398 4.429 -4.780  0.10
H -0.324 3.036 -4.518  0.10
H -4.294 1.691 -7.466  0.10
H -3.221 0.298 -7.202  0.10
H -3.452 0.943 -8.848  0.09
C 8.859 6.116 2.594  -0.03
O 7.704 5.772 1.820  -0.01
C 6.669 5.333 2.536  -0.62
O 6.637 5.208 3.731  0.13
O 5.680 5.054 1.690  -0.01
C 4.480 4.556 2.290  -0.01
H 9.602 6.450 1.876  0.09
H 8.626 6.916 3.292  0.10
H 9.226 5.249 3.139  0.10
H 4.059 5.292 2.973  0.11
H 4.666 3.626 2.823  0.10
H 3.815 4.384 1.449  0.07
C -1.439 -6.064 4.782  -0.02
O -1.755 -6.208 6.169  0.01
C -3.050 -6.401 6.405  -0.63
O -3.916 -6.463 5.569  0.11
O -3.228 -6.516 7.718  0.01
C -4.587 -6.729 8.114  -0.04
H -0.366 -5.917 4.721  0.10
H -1.714 -6.963 4.236  0.08
H -1.955 -5.206 4.354  0.09
H -4.971 -7.651 7.683  0.10
H -5.211 -5.893 7.804  0.10
H -4.567 -6.800 9.197  0.09
C 7.040 4.531 -1.399  -0.03
O 6.992 4.010 -2.733  0.01
C 5.946 4.425 -3.440  -0.62
O 5.067 5.150 -3.046  0.11
O 6.027 3.899 -4.661  0.01
C 4.953 4.262 -5.533  -0.04
H 7.915 4.091 -0.931  0.10
H 7.135 5.614 -1.410  0.10
H 6.148 4.249 -0.845  0.08
H 4.924 5.340 -5.678  0.10
H 4.001 3.922 -5.130  0.09
H 5.160 3.763 -6.475  0.09

=====

[4]
Computed, not measured: a molecular structure, C33H53BrN9OS2Sc at a distorted geometry, with ωB97M-V with the def2-TZVPD basis set.

As for the total charge: +2. For the HOMO energy, the calculation gives -12.792 eV. Its energy above the lowest of the compared OMol25 structures with the same formula, charge and spin is 34.5 kcal/mol. The gap between HOMO and LUMO comes out at 8.10 eV. For the total energy, the calculation gives -5988.11538 Eh.

Each line ends with the Löwdin charge.
Atoms and positions in Å:
Sc 0.055 -0.103 -0.182  0.94
C -2.644 0.897 1.415  -0.16
C -2.448 -0.584 1.811  -0.16
N -1.033 -0.882 2.024  -0.12
C -0.564 -0.510 3.370  -0.16
C 0.860 0.069 3.332  -0.20
N 1.129 0.813 2.087  -0.13
C 0.721 2.217 2.179  -0.20
C -0.798 2.350 2.066  -0.16
N -1.379 1.523 0.981  -0.09
H -3.378 0.917 0.608  0.10
H -3.076 1.467 2.242  0.13
H -3.054 -0.808 2.696  0.13
H -2.800 -1.220 0.996  0.10
H -0.912 -1.887 1.926  0.10
H -1.260 0.211 3.796  0.11
H -0.564 -1.376 4.040  0.14
H 1.006 0.708 4.212  0.13
H 1.577 -0.751 3.399  0.08
H 2.143 0.804 1.982  0.11
H 1.033 2.676 3.128  0.13
H 1.201 2.780 1.377  0.10
H -1.230 2.039 3.016  0.11
H -1.042 3.409 1.934  0.14
H -1.584 2.166 0.217  0.07
C 1.680 -7.652 -0.148  -0.04
C 0.215 -7.303 0.157  -0.56
C -0.690 -8.229 -0.660  -0.05
C -0.067 -7.538 1.649  -0.03
C -0.028 -5.833 -0.130  -0.15
C 0.804 -4.883 0.452  -0.06
C 0.550 -3.552 0.224  -0.47
Br 1.738 -2.210 0.975  0.97
C -0.504 -3.040 -0.549  -0.35
O -0.673 -1.735 -0.654  -0.26
C -1.328 -4.022 -1.168  -0.07
C -1.066 -5.364 -0.932  0.05
C -2.445 -3.592 -2.112  -0.52
C -3.200 -4.766 -2.738  -0.05
C -1.822 -2.767 -3.245  -0.02
C -3.468 -2.726 -1.364  -0.03
H 1.838 -8.718 -0.016  0.09
H 2.366 -7.132 0.516  0.07
H 1.929 -7.397 -1.176  0.09
H -0.442 -9.259 -0.417  0.09
H -0.541 -8.092 -1.729  0.09
H -1.740 -8.076 -0.416  0.09
H 0.060 -8.591 1.884  0.09
H -1.088 -7.253 1.893  0.09
H 0.612 -6.963 2.274  0.08
H 1.642 -5.170 1.067  0.11
H -1.703 -6.091 -1.404  0.09
H -2.543 -5.398 -3.329  0.09
H -3.962 -4.367 -3.403  0.09
H -3.701 -5.367 -1.985  0.09
H -1.031 -3.332 -3.735  0.10
H -1.406 -1.844 -2.849  0.05
H -2.578 -2.517 -3.986  0.10
H -3.874 -3.265 -0.511  0.10
H -4.289 -2.479 -2.032  0.09
H -3.010 -1.796 -1.026  0.05
C -3.030 2.482 -1.708  -0.07
C -2.006 1.850 -2.576  -0.60
N -1.105 0.948 -2.269  0.05
C -0.396 0.591 -3.398  -0.35
C -0.746 1.269 -4.535  -0.33
S -2.018 2.354 -4.233  1.15
C 0.601 -0.469 -3.462  -0.36
C 0.894 -1.112 -4.637  -0.34
S 2.153 -2.238 -4.420  1.14
C 2.232 -1.782 -2.750  -0.60
N 1.360 -0.877 -2.393  0.05
C 3.283 -2.391 -1.904  -0.11
H -3.407 1.790 -0.964  0.06
H -3.874 2.794 -2.325  0.09
H -2.640 3.380 -1.229  0.10
H -0.318 1.173 -5.513  0.08
H 0.426 -1.009 -5.594  0.09
H 4.140 -2.670 -2.512  0.09
H 2.911 -3.298 -1.428  0.07
H 3.603 -1.705 -1.124  0.04
C 3.404 2.509 -4.611  -0.06
C 3.803 3.758 -3.828  -0.39
C 2.761 4.863 -3.963  -0.07
C 4.074 3.419 -2.349  -0.09
N 3.008 2.672 -1.736  -0.06
C 3.070 1.451 -1.181  -0.06
N 1.875 1.149 -0.715  -0.05
N 1.096 2.200 -1.012  -0.02
N 1.762 3.096 -1.612  0.13
H 3.327 2.751 -5.666  0.09
H 2.436 2.128 -4.283  0.06
H 4.150 1.724 -4.502  0.08
H 4.755 4.128 -4.221  0.15
H 1.805 4.554 -3.546  0.06
H 2.619 5.108 -5.012  0.09
H 3.089 5.764 -3.452  0.09
H 4.206 4.348 -1.790  0.14
H 4.982 2.818 -2.261  0.14
H 3.949 0.840 -1.123  0.15

=====

Q: Which of these has the lowest total energy?
A: C33H53BrN9OS2Sc

=====

Q: What is the formula in the second record?
A: C33H53BN4O5PRe